No. 1
{
  "formula": "C5H8N2O",
  "method": "ωB97M-V/def2-TZVPD",
  "spin_multiplicity": 1,
  "homo_lumo_gap_ev": 10.4,
  "e_lumo_ev": 0.97,
  "energy_ev": -10336.9290,
  "e_above_lowest_kcal_mol": 133.7,
  "elements": ["C", "N", "O", "C", "C", "C", "N", "C", "H", "H", "H", "H", "H", "H", "H", "H"],
  "xyz": [[-1.68184, -1.07138, -0.01279], [-2.17162, 0.09507, 0.05292], [-1.57220, 1.39207, -0.17852], [-0.11854, 1.76584, -0.11562], [0.57653, 0.58904, 0.45184], [1.80917, 0.00142, -0.03738], [0.55095, -0.37310, -0.51211], [-0.22738, -1.52839, -0.08183], [-2.47076, -1.82253, 0.02021], [0.02511, 2.07420, -1.10903], [-0.01013, 2.70261, 0.42297], [0.32144, 0.39563, 1.54246], [2.61525, -0.67225, 0.40747], [2.33770, 0.66693, -0.82308], [0.25181, -1.87600, 0.89058], [-0.23548, -2.33917, -0.91808]],
  "atomic_forces_ev_per_a": [[1.4, 0.4, 0.8], [-0.4, 1.6, -0.8], [0.1, -0.9, 0.9], [-1.6, 0.2, 1.4], [-0.4, 2.7, 3.0], [4.5, 0.9, -2.2], [-2.0, -3.6, -1.9], [0.6, -1.1, -1.5], [0.2, 0.0, 0.2], [1.2, -0.4, -1.6], [-0.5, 0.0, 0.8], [0.0, -0.1, -1.4], [-1.8, 0.8, 0.2], [-0.6, -1.2, 1.2], [-1.2, -0.3, -0.9], [0.5, 1.0, 1.7]]
}

***

No. 2
{
  "formula": "C5H8N2O",
  "method": "ωB97M-V/def2-TZVPD",
  "spin_multiplicity": 1,
  "homo_lumo_gap_ev": 10.2,
  "e_lumo_ev": 0.83,
  "energy_ev": -10338.8268,
  "e_above_lowest_kcal_mol": 89.9,
  "elements": ["C", "C", "C", "N", "C", "N", "H", "H", "H", "H", "H", "H", "C", "O", "H", "H"],
  "xyz": [[1.05152, 0.21552, 2.91586], [0.19050, 0.41590, 1.94840], [0.57547, 0.65409, 0.44867], [-0.21624, -0.12053, -0.48209], [-1.12335, -0.90610, -0.57806], [-1.82282, -1.87430, -0.83714], [0.52117, 0.01805, 3.80937], [2.15261, 0.12290, 2.64504], [-0.88707, 0.26352, 1.98310], [1.52769, 0.46421, 0.18129], [0.23984, 1.70888, 0.15215], [-2.77756, -1.93563, -0.56497], [0.19086, 0.25600, -3.00084], [-0.92745, 0.62933, -3.20321], [0.39105, -0.81484, -2.94434], [0.91378, 0.90301, -2.47323]],
  "atomic_forces_ev_per_a": [[0.9, -0.3, -1.3], [0.2, -0.2, -3.5], [-4.8, 1.7, 1.1], [-0.8, -0.4, 0.1], [1.1, -0.2, 0.6], [0.3, -0.1, 0.1], [0.7, -0.3, 1.5], [-1.6, 0.4, 1.1], [0.1, 0.4, 0.8], [3.5, -0.2, -0.4], [1.1, -1.0, 0.7], [-0.7, 0.2, -0.1], [-0.8, -0.2, 2.1], [-0.3, 0.5, -1.1], [0.6, -0.4, -0.7], [0.4, 0.2, -0.8]]
}

***

No. 3
{
  "formula": "C5H8N2O",
  "method": "ωB97M-V/def2-TZVPD",
  "spin_multiplicity": 1,
  "homo_lumo_gap_ev": 9.7,
  "e_lumo_ev": 1.04,
  "energy_ev": -10339.4248,
  "e_above_lowest_kcal_mol": 76.1,
  "elements": ["C", "N", "N", "C", "C", "C", "O", "C", "H", "H", "H", "H", "H", "H", "H", "H"],
  "xyz": [[-1.68439, -1.27978, 0.08826], [-2.41223, -0.17503, 0.05795], [-1.53954, 0.89159, -0.15869], [-0.28482, 0.51772, 0.34512], [1.10531, 0.99314, -0.15294], [1.88584, -0.37728, 0.12394], [0.90860, -1.44863, 0.00895], [-0.31082, -0.88143, -0.30970], [-2.18207, -2.28333, 0.24018], [-1.98929, 1.80311, 0.07137], [-0.27520, 0.49143, 1.49226], [1.40223, 1.94295, 0.31131], [1.04043, 1.21198, -1.23196], [2.22666, -0.27741, 1.21121], [2.59555, -0.48036, -0.66833], [-0.48626, -0.64867, -1.42894]],
  "atomic_forces_ev_per_a": [[-2.0, 0.4, 0.4], [0.9, -1.9, 0.2], [-2.2, 2.3, -0.4], [1.6, -0.6, 0.1], [-1.5, -0.4, -0.3], [-1.4, 2.0, 1.3], [0.7, -0.4, 0.1], [0.0, 1.4, 0.0], [0.7, 1.4, -0.4], [0.6, -1.3, 0.0], [0.0, -0.3, -1.2], [0.5, -0.7, 0.3], [0.0, -0.3, 0.3], [0.2, -0.8, -1.7], [1.0, -0.4, 0.2], [0.8, -0.4, 1.0]]
}

***

No. 4
{
  "formula": "C5H8N2O",
  "method": "ωB97M-V/def2-TZVPD",
  "spin_multiplicity": 1,
  "homo_lumo_gap_ev": 9.6,
  "e_lumo_ev": 0.88,
  "energy_ev": -10339.8118,
  "e_above_lowest_kcal_mol": 67.2,
  "elements": ["C", "C", "C", "C", "O", "C", "N", "N", "H", "H", "H", "H", "H", "H", "H", "H"],
  "xyz": [[-1.70740, -0.31276, -0.67996], [-0.88679, 0.13654, 0.49857], [-0.02160, 1.27201, 0.14108], [1.30588, 1.23469, 0.00332], [2.16761, 0.15068, -0.00121], [1.73079, -1.12034, -0.26391], [0.62322, -1.68115, 0.01226], [-0.14452, -0.99016, 0.98578], [-2.39393, -1.07981, -0.33604], [-2.31129, 0.52789, -1.04408], [-1.10333, -0.68528, -1.49773], [-1.52081, 0.45336, 1.34971], [-0.42937, 2.28323, 0.15286], [1.86404, 2.13930, -0.10708], [2.40434, -1.55606, -1.00821], [0.42316, -0.77215, 1.79466]],
  "atomic_forces_ev_per_a": [[-1.3, 0.4, 0.1], [-0.2, -0.1, 0.1], [1.4, 0.9, 0.3], [-0.7, -0.2, 0.2], [-0.2, -0.1, 0.3], [-0.6, 0.3, -1.4], [1.3, 0.4, 0.1], [-0.3, -0.9, 1.0], [-0.1, -0.3, -0.2], [0.1, -0.2, -0.1], [0.2, 0.0, 0.0], [0.0, -0.1, -0.5], [-0.1, -0.2, -0.2], [0.4, 0.3, -0.1], [-0.1, -0.4, 0.6], [0.2, 0.2, -0.1]]
}

***

No. 5
{
  "formula": "C5H8N2O",
  "method": "ωB97M-V/def2-TZVPD",
  "spin_multiplicity": 1,
  "homo_lumo_gap_ev": 8.7,
  "e_lumo_ev": 0.80,
  "energy_ev": -10336.5226,
  "e_above_lowest_kcal_mol": 143.1,
  "elements": ["C", "C", "C", "C", "C", "H", "H", "H", "H", "H", "H", "H", "H", "N", "N", "O"],
  "xyz": [[-1.93832, -1.14607, -0.64237], [0.12969, -0.79272, 0.89738], [1.30199, -0.19630, 0.01318], [2.35799, -0.88176, -0.41668], [-0.23395, 1.66348, -0.21173], [-1.62204, -0.82128, -1.90811], [-1.51704, -2.13878, -0.15230], [-3.15384, -0.77763, -0.22916], [0.03399, -0.11746, 1.78772], [0.56604, -1.79158, 1.06785], [2.24477, -1.98192, -0.19583], [3.18624, -0.32353, -0.73618], [-0.36236, 2.70208, -0.15813], [-1.16562, -0.38330, 0.29942], [-1.33309, 0.95415, 0.16995], [1.05135, 1.17181, -0.07502]],
  "atomic_forces_ev_per_a": [[-0.6, 0.6, 1.1], [1.5, 2.6, -1.5], [-2.8, 0.1, 1.7], [-2.1, -0.5, 1.3], [-2.4, -4.5, 3.5], [-1.2, -1.4, 3.7], [-1.9, 0.8, -2.4], [3.4, -1.7, -2.1], [1.1, -1.2, -0.1], [-1.8, -0.1, 0.2], [0.9, 1.4, -0.4], [1.2, 0.0, -1.0], [0.5, 1.4, -0.4], [0.3, -0.7, 0.3], [3.0, 2.5, -2.6], [0.9, 0.8, -1.5]]
}

***

No. 6
{
  "formula": "C5H8N2O",
  "method": "ωB97M-V/def2-TZVPD",
  "spin_multiplicity": 1,
  "homo_lumo_gap_ev": 10.2,
  "e_lumo_ev": 0.58,
  "energy_ev": -10338.9943,
  "e_above_lowest_kcal_mol": 86.1,
  "elements": ["C", "C", "C", "N", "C", "O", "N", "C", "H", "H", "H", "H", "H", "H", "H", "H"],
  "xyz": [[-0.67527, 1.35510, -0.40750], [-1.01421, -0.16412, -0.22100], [-0.18345, -1.33918, -0.25277], [1.16703, -1.17538, -0.57093], [1.56818, -0.19175, 0.17360], [2.60233, 0.40416, -0.12515], [0.84392, 0.08481, 1.34900], [-0.42753, -0.66873, 1.09512], [-1.47652, 2.01037, 0.14279], [-0.85178, 1.53754, -1.48858], [0.27370, 1.60294, -0.32375], [-2.10006, -0.42563, -0.69132], [-0.79528, -2.30625, -0.31929], [1.31804, -0.90031, -1.62543], [0.76789, 1.33632, 1.41906], [-1.01697, -1.15989, 1.84615]],
  "atomic_forces_ev_per_a": [[-6.5, -1.4, -2.6], [-4.3, 2.3, -0.6], [-1.6, -2.3, 1.2], [-1.2, -2.5, -5.0], [5.5, 4.0, 2.3], [-0.7, 0.6, 0.4], [-1.7, 2.5, -0.1], [0.2, 0.6, -0.9], [1.9, -1.3, -0.7], [-0.2, 0.3, 0.4], [4.1, 1.5, 0.9], [2.3, 0.9, 2.0], [1.6, 1.3, -0.5], [0.1, -1.1, 2.8], [0.3, -5.3, 0.0], [0.3, 0.1, 0.5]]
}